127
Properties=species:S:1:pos:R:3:forces:R:3 method="wB97M-V/def2-TZVPD" s_squared=0.77 de_lowest_kj_mol=347.8 fmax_ev_per_a=3.161 total_energy_ev=-397323.4492 charge=-1 multiplicity=2 orbital_gap_ha="0.183 / 0.182"
Ti 0.026 -1.177 0.510 -2.6 1.3 -0.5
Br 1.020 -8.636 -0.318 -0.1 0.0 0.0
C 0.488 -6.871 0.147 0.0 -0.1 0.0
C -0.476 -6.704 1.124 0.2 -0.2 -0.2
C -0.855 -5.436 1.501 0.0 0.6 0.0
C -0.274 -4.293 0.916 0.4 -1.3 -0.3
C 0.719 -4.505 -0.056 -0.2 0.2 0.3
C 1.087 -5.772 -0.448 0.0 -0.3 0.0
N -0.569 -3.010 1.286 -0.4 0.8 0.3
C -1.519 -2.777 2.212 -0.2 -0.5 0.1
C -1.435 -1.595 2.940 0.0 0.5 0.6
C -2.175 -1.339 4.127 0.1 -0.2 -0.4
C -1.763 -0.351 4.973 0.3 0.1 -0.1
C -0.667 0.445 4.597 -0.1 -0.3 -0.1
C -0.119 0.260 3.346 0.4 0.5 0.4
N -0.459 -0.724 2.529 -0.7 -0.8 0.6
H -0.928 -7.566 1.593 0.0 0.0 0.0
H -1.587 -5.351 2.285 -0.1 0.1 0.1
H 1.223 -3.649 -0.482 -0.1 -0.1 -0.1
H 1.843 -5.906 -1.204 0.1 0.0 -0.1
H -2.289 -3.502 2.454 0.1 0.0 0.0
H -3.012 -1.977 4.361 -0.1 -0.1 0.0
H -2.261 -0.180 5.917 -0.1 0.0 0.0
H -0.295 1.223 5.242 0.0 0.2 0.0
H 0.612 0.966 2.971 0.0 -0.2 0.0
C 2.738 -8.708 -3.652 -0.1 -0.1 -0.3
O 3.283 -8.022 -2.557 0.5 0.5 0.1
C 3.931 -6.839 -2.775 -0.1 0.0 0.1
C 4.307 -6.149 -1.618 -0.1 -0.3 -0.1
C 4.917 -4.926 -1.696 0.2 0.2 -0.3
C 5.242 -4.359 -2.946 -1.9 -1.5 0.2
C 4.911 -5.088 -4.098 0.2 0.6 0.4
C 4.237 -6.291 -4.018 -0.3 -0.5 0.0
N 5.964 -3.210 -3.041 1.8 1.5 1.0
N 5.968 -2.315 -2.139 1.8 0.0 -2.6
C 4.917 -1.900 -1.426 -2.0 0.2 2.1
C 5.141 -1.412 -0.121 0.4 -0.7 -1.5
C 4.105 -1.161 0.746 -1.7 0.1 0.4
C 2.772 -1.306 0.332 1.5 -0.1 0.0
O 1.724 -1.196 1.117 2.6 -0.5 0.4
C 2.518 -1.554 -1.040 0.5 0.0 -0.5
N 1.209 -1.477 -1.408 0.4 -0.3 -0.3
C 0.931 -1.673 -2.698 -0.5 0.2 0.9
C 1.895 -1.918 -3.660 1.2 -0.3 0.0
C 3.225 -2.038 -3.284 -1.0 0.1 -0.5
C 3.568 -1.875 -1.942 0.1 0.1 0.8
H 2.220 -9.568 -3.228 0.0 0.1 -0.1
H 3.515 -9.053 -4.343 0.0 0.0 0.0
H 2.020 -8.086 -4.199 0.0 0.0 0.0
H 4.099 -6.608 -0.664 0.0 0.0 0.1
H 5.202 -4.410 -0.792 0.0 0.0 0.1
H 5.168 -4.680 -5.063 0.1 0.1 -0.1
H 3.956 -6.799 -4.929 0.0 0.0 0.0
H 6.163 -1.337 0.220 0.1 0.0 0.0
H 4.297 -0.881 1.772 0.0 0.0 0.1
H -0.109 -1.613 -2.993 0.1 0.1 0.0
H 1.597 -2.010 -4.695 0.0 0.0 0.0
H 3.983 -2.202 -4.034 0.1 0.0 0.0
S 2.025 1.541 -3.648 0.3 -0.2 0.0
As 0.204 1.428 -2.617 -0.1 0.6 -1.1
S -1.111 0.912 0.291 -0.3 -0.5 -0.4
S 0.875 1.437 0.160 0.1 0.8 0.1
S -0.746 3.289 -2.866 -0.2 -0.1 0.2
Ge -1.801 -2.101 -1.097 -1.2 -1.0 -1.2
C -3.471 -2.572 -0.111 0.5 0.5 0.0
C -3.962 -3.870 -0.068 0.3 -0.1 -0.2
C -5.133 -4.164 0.602 -0.1 -0.1 0.1
C -5.838 -3.155 1.235 -0.1 0.0 0.2
C -5.352 -1.858 1.220 -0.1 0.1 0.1
C -4.171 -1.576 0.560 0.1 0.2 -0.1
C -2.676 -1.620 -2.864 0.6 0.3 0.6
C -2.505 -2.440 -3.974 0.2 -0.2 0.2
C -3.150 -2.181 -5.168 -0.1 0.0 -0.2
C -3.995 -1.090 -5.272 -0.1 0.0 -0.1
C -4.173 -0.257 -4.181 -0.1 0.1 0.0
C -3.506 -0.514 -2.995 0.0 0.1 0.2
H -1.484 -3.562 -1.586 0.3 0.1 0.1
H -3.410 -4.653 -0.572 0.0 -0.1 0.0
H -5.501 -5.181 0.630 0.0 -0.1 0.0
H -6.761 -3.383 1.749 -0.1 0.0 0.0
H -5.897 -1.068 1.720 0.0 0.0 0.1
H -3.774 -0.562 0.558 -0.1 0.0 0.1
H -1.860 -3.306 -3.890 0.0 -0.1 0.0
H -3.007 -2.836 -6.018 0.0 0.0 0.0
H -4.513 -0.892 -6.200 0.0 0.0 -0.1
H -4.835 0.595 -4.253 0.0 0.1 0.0
H -3.634 0.148 -2.147 -0.1 0.1 0.0
C 3.034 4.388 -1.194 -0.4 0.0 0.5
Si 1.818 5.077 0.106 0.1 0.6 -0.4
C 2.693 6.349 1.250 -0.3 -0.6 -0.2
C 0.436 6.059 -0.766 0.3 -0.5 0.4
Ge 1.001 3.276 1.580 0.1 -0.2 -0.1
Si -1.374 3.715 2.175 -0.5 0.4 0.2
C -1.186 5.272 3.283 0.0 -0.5 -0.5
C -2.278 4.085 0.530 0.6 -0.2 0.6
C -2.507 2.539 3.189 0.6 0.2 -0.3
Si 2.957 2.705 2.991 0.4 0.3 0.5
C 4.568 2.946 1.972 -0.8 0.0 0.2
C 3.080 0.953 3.773 -0.3 0.6 -0.4
C 2.935 3.972 4.437 0.0 -0.4 -0.6
H 2.635 4.536 -2.193 -0.2 -0.1 -0.1
H 3.167 3.317 -1.067 0.0 -0.2 -0.1
H 4.014 4.853 -1.159 0.2 0.2 0.2
H 3.094 7.173 0.673 0.1 0.2 -0.3
H 3.509 5.920 1.819 0.2 -0.1 0.1
H 1.985 6.766 1.959 -0.2 0.1 0.2
H 0.819 6.975 -1.206 0.3 0.2 0.0
H -0.363 6.329 -0.082 -0.2 0.1 0.2
H 0.007 5.468 -1.569 -0.1 -0.2 -0.1
H -0.616 6.042 2.776 0.1 0.3 -0.2
H -0.663 5.032 4.203 0.1 -0.1 0.2
H -2.152 5.684 3.552 -0.3 0.1 0.0
H -1.626 3.897 -0.319 0.0 -0.1 -0.2
H -2.625 5.110 0.451 0.0 0.3 0.1
H -3.136 3.428 0.416 -0.1 -0.2 0.1
H -2.268 2.539 4.247 0.1 0.0 0.2
H -2.447 1.519 2.826 0.0 -0.1 -0.1
H -3.540 2.858 3.086 -0.2 0.3 -0.2
H 4.671 2.146 1.244 0.0 -0.1 -0.2
H 5.451 2.933 2.609 0.0 0.0 0.2
H 4.562 3.885 1.426 0.0 0.2 -0.1
H 2.662 0.204 3.106 0.0 -0.2 -0.1
H 2.539 0.891 4.713 -0.1 0.0 0.1
H 4.113 0.682 3.969 0.3 0.1 0.0
H 2.739 4.976 4.071 0.0 0.2 -0.1
H 3.886 3.981 4.961 0.2 0.0 0.1
H 2.162 3.729 5.160 -0.2 -0.1 0.1